# C8H16NO2

A cluster of 2 separate species, C8H16NO2 in total (ωB97M-V/def2-TZVPD, the OMol25 dataset).

```
27
Properties=species:S:1:pos:R:3:forces:R:3
C 0.7282 0.0753 0.4355 -0.6844 1.8780 0.6636
C 0.7601 -2.5698 -1.4345 0.3616 -1.5802 0.4409
C -0.2648 -1.8794 -2.3650 1.1179 -1.7960 -0.4305
C 0.1257 -2.4033 -0.0110 -2.1817 1.1938 -2.3195
C -0.3769 -0.5479 -1.7473 -0.7864 -0.2259 2.2058
C -0.2863 -0.8177 -0.1278 0.4421 -1.8903 -0.1024
C -0.4482 3.0144 0.2381 1.9024 -1.3674 0.6025
C -1.0614 2.6565 2.9879 1.2373 0.6694 2.3118
N -1.0888 1.8113 0.6972 1.1936 -0.2632 -1.7397
O 2.0098 0.0309 0.6227 -2.0119 -2.4905 -1.9011
O -1.3280 1.7829 1.9475 -1.6082 -1.9153 -0.2814
H 0.9856 -3.6835 -1.7122 -0.2162 2.1691 0.5207
H 1.7432 -1.9419 -1.4288 -1.3469 -1.2257 -0.3558
H 0.2694 -1.7476 -3.3240 -0.9530 -0.3478 -0.0374
H -1.2420 -2.4556 -2.4290 1.3201 0.6915 -0.0865
H -0.8616 -2.9983 0.1078 1.8160 0.8718 -0.1335
H 0.8159 -2.6182 0.7586 0.5107 -0.2374 1.1140
H 0.5134 -0.0402 -1.9372 1.1681 1.3437 -0.9424
H -1.2605 -0.0246 -2.0545 -0.2674 0.6544 0.2501
H -1.2637 -0.5565 0.3107 0.6362 -0.1517 0.0328
H -0.9808 3.8482 0.4995 -1.6096 2.2623 0.7298
H -0.2359 3.0485 -0.8063 -0.2133 -0.5357 -0.7602
H 0.5061 3.0528 0.7574 0.3048 0.4129 0.0174
H -1.1642 1.8305 3.8521 0.4871 2.9071 -1.3139
H -1.7363 3.5246 3.0099 -0.7171 -0.7949 0.2604
H -0.1075 3.2562 2.8970 -0.2518 -1.4926 0.2984
H 2.2994 -0.8513 0.1828 0.3502 1.2607 0.9564
```
Forces are in eV/Å.

Results
E_HOMO (alpha / beta) in eV: -13.26 / -11.92
Relative energy (zero: lowest compared OMol25 entry of this formula, charge and spin) in eV: 7.658
Charge: +1
HOMO-LUMO gap (alpha / beta) in eV: 8.954 / 6.646



# C8H16NO2

The ion C8H16NO2 with charge +1 (ωB97M-V/def2-TZVPD, the OMol25 dataset).

```
27
Properties=species:S:1:pos:R:3:forces:R:3
C 1.7651 1.4685 -0.5577 1.9822 1.3389 0.7526
C 1.1520 0.4068 0.1727 2.3187 -5.5444 0.3255
C 1.8101 -0.8999 0.3767 -1.5532 3.6684 -1.0666
C 0.9895 -2.0377 0.8816 2.2228 -1.6181 1.0622
C -0.7040 1.4734 2.2207 0.7166 0.3106 0.1746
C -0.1958 0.6838 -2.3903 1.1687 -3.6623 -0.6348
C -0.8561 1.6040 0.6717 -2.9694 -1.5002 2.5682
C -0.7491 -0.0720 -1.2475 -3.1330 0.1946 1.4509
N -0.2970 0.3167 0.0851 -0.2958 0.8924 3.1650
O 2.9523 1.5664 -0.7833 -0.1538 -0.5041 -0.1115
O 3.0728 -1.0892 -0.0064 -1.7362 1.3097 0.4981
H 1.1595 2.3312 -0.7783 -0.7336 0.4710 -0.4421
H 0.3435 -2.4240 0.1694 -1.2240 -0.4855 -1.9919
H 0.3429 -1.8614 1.7105 -0.0733 0.5717 0.9778
H 1.5871 -2.9717 1.1256 -0.3045 1.3045 -0.0078
H 0.3148 1.2366 2.5696 -0.2795 -0.1897 -0.4316
H -0.8878 2.4175 2.6978 -0.1968 0.7512 -0.0648
H -1.4279 0.8206 2.7436 0.2431 -0.1451 -0.8038
H -0.4900 -0.0288 -3.2005 0.3443 1.1285 -0.0434
H -0.7387 1.5593 -2.4482 -0.2762 2.2800 -0.6481
H 0.9212 0.6601 -2.3360 -1.1775 0.5761 -0.6098
H -0.4160 2.4427 0.2415 0.7225 1.2620 -0.5275
H -1.9951 1.6677 0.5885 1.5518 -0.3073 -0.8035
H -0.6930 -1.1300 -1.2719 0.6195 -1.0258 -0.4038
H -1.8370 0.1142 -1.0753 0.3686 -0.1914 -1.0667
H -0.7100 -0.3204 0.8401 1.0887 0.3909 -1.6323
H 3.3482 -1.9170 0.3510 0.7594 -1.2764 0.3151
```
Forces are in eV/Å.

Results
E_HOMO in eV: -13.18
Structure (SMILES): CC[NH+](CC)/C(C=O)=C(\C)O
Relative energy (zero: lowest compared OMol25 entry of this formula, charge and spin) in eV: 2.466
Charge: +1
HOMO-LUMO gap in eV: 9.329



# C8H16NO5P

A cluster of 2 separate species, C8H16NO5P in total (ωB97M-V/def2-TZVPD, the OMol25 dataset).

```
31
Properties=species:S:1:pos:R:3:forces:R:3
C 2.3551 -0.6067 0.3580 1.5420 0.3994 0.5637
C -0.9154 -0.8860 0.5168 1.0672 -1.7121 -0.4406
C 1.9686 1.7917 0.1323 0.9842 1.2320 -0.2850
C 3.9629 0.8313 -1.1716 -0.3261 -1.1573 3.6374
C -4.1445 -1.2077 -1.1638 0.0919 -2.8480 -2.7319
C 0.8683 -1.7587 1.7739 0.3957 1.8216 0.6154
C 3.1189 0.7952 0.1417 -2.5815 -2.7112 -2.1639
C -2.7910 -0.5655 -0.9192 -3.5335 0.5517 2.2230
N -1.7184 -1.3171 -0.4698 -0.3578 1.0613 -0.2593
O 2.3764 -1.5933 -0.3256 0.4226 0.4649 -0.5930
O -0.8593 0.1629 1.1031 -0.0424 -0.0799 -0.0254
O -2.2119 2.4787 0.7262 -0.2385 -0.1067 -0.5799
O 1.6345 -0.5962 1.5067 0.7252 0.9042 -0.3530
O -0.0694 -1.9584 0.7204 0.6704 0.2173 2.1746
P -3.1716 1.2163 1.1805 -0.4632 -1.2654 -1.2363
H 1.4585 1.9032 -0.7783 -0.2412 -0.2540 -1.9938
H 2.4331 2.7533 0.2804 -0.1746 0.6437 0.3606
H 1.1284 1.6603 0.7644 -0.1056 -0.4319 1.4932
H 3.5719 0.1794 -1.8335 -1.5308 -2.3619 -2.2394
H 3.7811 1.7448 -1.5437 0.1075 3.5152 -1.5320
H 4.9921 0.5637 -1.1026 0.7983 0.1806 0.5241
H -4.5354 -1.9603 -0.4835 0.5239 0.1092 0.7437
H -5.0055 -0.5748 -1.3612 0.4745 0.7075 0.0669
H -4.1481 -1.9211 -2.1812 0.3454 1.7420 2.0173
H 1.5884 -2.5449 1.8715 -0.3103 -1.1228 -0.5006
H 0.5232 -1.4616 2.8014 -0.7901 -0.7869 -1.1690
H 3.7141 1.0480 0.9389 1.3106 0.0128 2.2135
H -2.7586 0.3329 -1.4429 1.2628 1.2864 -1.0713
H -1.4303 -2.1787 -0.8975 -0.2130 -0.3338 -0.0509
H -1.3168 2.2081 0.4490 -0.5553 -0.1227 0.4195
H -4.3994 1.4616 0.4090 0.7417 0.4448 0.1724
```
Forces are in eV/Å.

Results
E_HOMO (alpha / beta) in eV: -7.63 / -7.37
Relative energy (zero: lowest compared OMol25 entry of this formula, charge and spin) in eV: 0.000
HOMO-LUMO gap (alpha / beta) in eV: 7.776 / 7.535



Max |F| (eV/Å)
3.72; 6.02; 4.32
Total energy (hartree)
-519.11906; -519.30983; -1086.62242